[1]
# C29H25IrN3O4SSe

C29H25IrN3O4SSe as an isolated structure in a non-equilibrium geometry (ωB97M-V with the def2-TZVPD basis set, the OMol25 dataset).

The geometry in ORCA input format:
```
! RIJCOSX wB97M-V def2-TZVPD def2/J DEFGRID3
* xyz 2 2
Ir 0.80951 1.59211 0.05254
O 2.99942 1.63048 -3.41773
C 2.47790 1.58626 -2.23252
O 1.26767 1.49517 -2.01530
C 3.45916 1.65639 -1.09896
C 4.83543 1.78549 -1.17005
C 5.54085 1.83108 0.03020
C 4.84846 1.77405 1.24182
C 3.47132 1.64981 1.20672
N 2.83079 1.55885 0.05459
C 2.48269 1.54433 2.34521
O 2.84292 1.61937 3.58795
O 1.29436 1.35051 2.08536
H 2.30973 1.61639 -4.10733
H 5.32769 1.84855 -2.13108
H 6.61952 1.91270 0.02438
H 5.39106 1.82417 2.17730
H 3.77448 1.83978 3.72970
C -2.44227 -3.22601 1.38923
C -3.17291 -2.83667 0.09593
C -2.35647 -3.31548 -1.11431
C -4.52796 -3.54428 0.07473
C -3.30197 -1.31322 0.04583
C -4.55184 -0.66975 0.01318
C -4.67748 0.70368 -0.01377
C -3.51655 1.46500 -0.01327
S -3.34628 3.19506 -0.04802
C -1.65833 3.02386 -0.01999
N -1.22528 1.78562 0.00749
C -2.26819 0.85024 0.01482
C -2.15607 -0.53289 0.04335
C -0.64306 4.06748 -0.02989
C -0.88872 5.43353 -0.04297
C 0.17694 6.32149 -0.04138
C 1.47748 5.84310 -0.03343
C 1.73279 4.47084 -0.02651
C 0.66936 3.58490 -0.01884
H -2.34227 -4.31224 1.44503
H -2.99817 -2.89043 2.26719
H -1.44204 -2.78993 1.43274
H -2.26886 -4.40386 -1.09328
H -1.34716 -2.89648 -1.11405
H -2.84272 -3.03265 -2.05026
H -4.36814 -4.62221 0.11112
H -5.08665 -3.32557 -0.83737
H -5.14097 -3.27460 0.93673
H -5.45504 -1.26169 0.01540
H -5.65358 1.16945 -0.02880
H -1.17115 -0.98647 0.06697
H -1.90840 5.80150 -0.05418
H -0.00666 7.38704 -0.04543
H 2.30731 6.53807 -0.02995
H 2.76138 4.12858 -0.02791
Se 1.72118 -1.35690 -0.08312
C 1.28227 -3.16895 -0.10863
C 1.32524 -3.86162 -1.31993
C 0.95449 -5.19765 -1.30951
N 0.58090 -5.84493 -0.20336
C 0.55755 -5.17226 0.94971
C 0.89621 -3.83256 1.05599
H 1.64403 -3.37881 -2.23290
H 0.96782 -5.77739 -2.22457
H 0.25392 -5.73254 1.82599
H 0.87341 -3.32688 2.01136
*
```

Summary:
* energy above the lowest of the compared OMol25 structures with the same formula, charge and spin: 51.8 kcal/mol
* E_LUMO (spin up / spin down): -6.9672 / -9.2752 eV
* expectation value of S²: 0.761
* frontier orbital gap (spin up / spin down): 6.2 / 3.9 eV

Löwdin charges in e:
1. Ir 1.321
2. O 0.226
3. C -0.417
4. O -0.010
5. C -0.170
6. C 0.084
7. C 0.036
8. C 0.071
9. C -0.158
10. N -0.062
11. C -0.396
12. O 0.241
13. O -0.012
14. H 0.180
15. H 0.146
16. H 0.137
17. H 0.137
18. H 0.150
19. C -0.035
20. C -0.542
21. C -0.032
22. C -0.056
23. C -0.144
24. C 0.002
25. C -0.046
26. C -0.433
27. S 1.203
28. C -0.524
29. N -0.082
30. C -0.252
31. C 0.032
32. C -0.227
33. C -0.009
34. C -0.047
35. C -0.051
36. C -0.083
37. C -0.208
38. H 0.085
39. H 0.102
40. H 0.057
41. H 0.086
42. H 0.060
43. H 0.100
44. H 0.091
45. H 0.095
46. H 0.094
47. H 0.112
48. H 0.123
49. H 0.056
50. H 0.120
51. H 0.120
52. H 0.117
53. H 0.093
54. Se 0.700
55. C -0.705
56. C -0.090
57. C -0.050
58. N 0.276
59. C -0.053
60. C -0.098
61. H 0.118
62. H 0.148
63. H 0.149
64. H 0.123


[2]
# C29H25N3O6S

A 2-piece molecular cluster, C29H25N3O6S overall in a non-equilibrium geometry (ωB97M-V with the def2-TZVPD basis set, the OMol25 dataset).

The geometry in ORCA input format:
```
! RIJCOSX wB97M-V def2-TZVPD def2/J DEFGRID3
* xyz 0 1
C 0.30990 1.79818 3.91503
C -1.13418 2.04553 3.11571
O -0.85819 3.06410 2.08792
C -1.65854 2.78971 0.84855
C -0.80084 1.59739 0.05273
C -1.46453 0.10574 -0.29487
C -0.59555 -1.08265 -1.05016
C -1.23791 -2.57205 -1.46049
C -2.53203 -2.53375 -2.46117
C -3.15441 -4.01684 -2.91380
C -2.39109 -5.36382 -2.30433
C -1.13004 -5.09001 -1.29529
N -0.55551 -3.76956 -0.86591
C 0.97195 -0.83598 -1.47908
C 1.96037 -1.91346 -2.22065
C 1.64104 0.65754 -1.13390
C 0.76782 1.86723 -0.37769
C 1.56001 3.30425 -0.05333
O 0.96246 4.50990 -0.13459
C 3.17304 3.11270 0.34574
C 3.96486 2.01206 -0.33720
C 5.56575 1.75119 0.06771
C 5.53080 1.44109 1.71076
S 6.97203 0.39403 2.29048
C 7.11420 -1.19224 1.28278
N 7.35624 -1.42592 -0.19455
N 7.35342 -2.82510 -0.38174
C 7.17199 -3.66947 0.86172
O 7.00920 -2.57090 1.86455
C 3.22924 1.03418 -1.47742
O 3.88062 0.64574 -2.57621
H 0.93766 0.94288 3.39932
H 0.16646 1.49579 5.03673
H 0.88248 2.83721 3.84108
H -1.44453 0.99560 2.70017
H -1.92341 2.36110 3.92252
H -1.62356 3.80945 0.23028
H -2.74791 2.44363 1.09903
H -2.57984 -0.04858 0.02646
H -3.00657 -1.51163 -2.85312
H -4.09128 -4.06063 -3.61953
H -2.76564 -6.43632 -2.59975
H -0.58751 -6.06504 -0.86905
H 2.07358 -1.61244 -3.36732
H 3.03664 -1.77545 -1.72296
H 1.68047 -3.03883 -2.06432
H 3.63042 3.83157 1.14804
H 5.88735 0.76714 -0.52703
H 6.25855 2.65703 -0.19498
H 4.47382 0.96218 1.96519
H 5.55617 2.51231 2.23444
H 7.14349 -4.83610 1.02333
O -4.11450 1.39578 0.20217
C -5.28643 1.15628 -0.05421
C -6.18036 2.19669 -0.59977
C -7.46119 1.93464 -0.87751
C -8.03673 0.59379 -0.65243
O -9.20866 0.35428 -0.90881
C -7.14280 -0.44663 -0.10688
C -5.86197 -0.18458 0.17087
H -5.74308 3.17492 -0.75997
H -8.13057 2.68648 -1.27741
H -7.58008 -1.42486 0.05333
H -5.19260 -0.93642 0.57077
*
```

Summary:
* energy above the lowest of the compared OMol25 structures with the same formula, charge and spin: 323.0 kcal/mol
* E_LUMO: -2.1574 eV
* SMILES string: CCOCc1cc(-c2ccccn2)c(C)c2c1C(=O)C=C(CCSc1nnco1)C2=O.O=C1C=CC(=O)C=C1
* frontier orbital gap: 6.3 eV

Löwdin charges in e:
1. C -0.102
2. C -0.249
3. O -0.240
4. C -0.138
5. C -0.021
6. C 0.055
7. C -0.064
8. C -0.182
9. C -0.010
10. C -0.037
11. C -0.052
12. C -0.103
13. N 0.020
14. C -0.071
15. C -0.099
16. C 0.025
17. C 0.030
18. C -0.182
19. O -0.043
20. C 0.054
21. C -0.085
22. C -0.174
23. C -0.490
24. S 0.841
25. C -0.423
26. N -0.009
27. N -0.061
28. C 0.004
29. O -0.167
30. C -0.176
31. O -0.026
32. H 0.077
33. H 0.071
34. H 0.088
35. H 0.119
36. H 0.122
37. H 0.146
38. H 0.099
39. H 0.073
40. H 0.102
41. H 0.082
42. H 0.082
43. H 0.106
44. H 0.106
45. H 0.091
46. H 0.068
47. H 0.123
48. H 0.104
49. H 0.126
50. H 0.102
51. H 0.105
52. H 0.147
53. O 0.037
54. C -0.348
55. C 0.033
56. C 0.028
57. C -0.379
58. O 0.109
59. C 0.029
60. C 0.029
61. H 0.127
62. H 0.126
63. H 0.126
64. H 0.124